A 10-piece molecular cluster, C41H62NO19 overall at a distorted geometry, computed with ωB97M-V/def2-TZVPD.

Each atom is followed by the atoms it is bonded to, with distances in Å.
Geometry (Å):
1 C 0.07 -1.48 1.84  N2 1.429, H8 1.087, H9 1.186, H10 1.067
2 N 1.00 -0.63 1.17  C1 1.429, C3 1.489, C4 1.517, C5 1.596
3 C 2.35 -1.24 1.30  N2 1.489, H11 0.973, H12 1.157, H13 0.953
4 C 0.68 -0.45 -0.30  N2 1.517, H14 0.993, H15 1.165, H16 0.995
5 C 0.92 0.82 1.82  N2 1.596, C6 1.582, H17 1.091, H18 1.041
6 C 1.86 1.90 1.14  C5 1.582, O7 1.386, H19 1.134, H20 1.105
7 O 1.99 2.94 2.04  C6 1.386, H21 0.951
8 H 0.26 -2.51 1.55  C1 1.087
9 H -1.08 -1.53 1.53  C1 1.186
10 H -0.13 -1.42 2.89  C1 1.067
11 H 3.19 -0.78 1.11  C3 0.973
12 H 2.67 -2.06 0.55  C3 1.157
13 H 2.59 -1.52 2.18  C3 0.953
14 H 0.67 -1.26 -0.87  C4 0.993
15 H 1.50 0.21 -0.80  C4 1.165
16 H -0.18 0.03 -0.44  C4 0.995
17 H 1.34 0.50 2.77  C5 1.091
18 H 0.02 1.29 1.57  C5 1.041
19 H 1.56 2.25 0.10  C6 1.134
20 H 2.81 1.43 0.83  C6 1.105
21 H 2.51 3.68 1.74  O7 0.951
22 C 0.26 -3.12 -6.27  C23 1.524, C28 1.479, H32 1.119
23 C -0.51 -3.00 -4.96  C22 1.524, C24 1.483, O31 1.354
24 C -1.87 -3.59 -4.91  C23 1.483, O25 1.229, C26 1.512
25 O -2.55 -3.60 -3.89  C24 1.229
26 C -2.42 -4.06 -6.24  C24 1.512, C27 1.576, H33 1.221
27 C -1.69 -3.97 -7.63  C26 1.576, C28 1.514, O30 1.310
28 C -0.25 -3.49 -7.60  C22 1.479, C27 1.514, O29 1.207
29 O 0.45 -3.36 -8.58  C28 1.207
30 O -2.06 -4.78 -8.59  C27 1.310, H34 1.020
31 O -0.01 -2.52 -3.79  C23 1.354, H35 0.997
32 H 1.27 -2.65 -6.19  C22 1.119
33 H -3.39 -4.76 -6.43  C26 1.221
34 H -3.07 -4.65 -8.60  O30 1.020
35 H -0.74 -2.58 -3.12  O31 0.997
36 C 2.37 -4.73 -2.26  C37 1.494, C42 1.440, H46 1.149
37 C 2.12 -5.19 -3.66  C36 1.494, C38 1.493, O45 1.288
38 C 0.88 -5.87 -4.13  C37 1.493, O39 1.159, C40 1.472
39 O 0.67 -6.37 -5.16  C38 1.159
40 C -0.23 -6.09 -3.19  C38 1.472, C41 1.616, H47 0.955
41 C 0.00 -5.42 -1.74  C40 1.616, C42 1.424, O44 1.337
42 C 1.22 -4.77 -1.40  C36 1.440, C41 1.424, O43 1.227
43 O 1.45 -4.40 -0.25  C42 1.227
44 O -1.13 -5.07 -1.11  C41 1.337, H48 0.992
45 O 2.95 -5.13 -4.65  C37 1.288, H49 1.097
46 H 3.35 -4.21 -1.96  C36 1.149
47 H -1.14 -6.10 -3.48  C40 0.955
48 H -1.90 -5.41 -1.63  O44 0.992
49 H 2.67 -5.91 -5.37  O45 1.097
50 C -2.49 -0.23 4.10  C51 1.598, C56 1.381, H60 1.050
51 C -3.33 -1.32 3.30  C50 1.598, C52 1.511, O59 1.331
52 C -4.76 -0.91 3.04  C51 1.511, O53 1.244, C54 1.437
53 O -5.49 -1.84 2.65  C52 1.244
54 C -5.21 0.43 3.29  C52 1.437, C55 1.565, H61 1.148
55 C -4.29 1.43 4.06  C54 1.565, C56 1.462, O58 1.372
56 C -2.93 1.04 4.43  C50 1.381, C55 1.462, O57 1.264
57 O -2.18 1.85 5.05  C56 1.264
58 O -4.90 2.51 4.65  C55 1.372, H62 0.884
59 O -2.86 -2.48 2.84  C51 1.331, H63 0.852
60 H -1.47 -0.49 4.10  C50 1.050
61 H -6.30 0.74 3.51  C54 1.148
62 H -4.27 3.03 4.99  O58 0.884
63 H -3.62 -2.84 2.70  O59 0.852
64 C -1.88 3.02 -1.11  C65 1.428, H68 0.931, H69 1.092, H70 1.145
65 C -2.79 2.43 -0.17  C64 1.428, O66 1.226, C67 1.583
66 O -2.31 1.62 0.61  C65 1.226
67 C -4.31 2.86 -0.20  C65 1.583, H71 1.169, H72 1.181, H73 1.131
68 H -1.11 2.51 -1.23  C64 0.931
69 H -1.63 3.92 -0.56  C64 1.092
70 H -1.99 2.88 -2.25  C64 1.145
71 H -4.96 2.07 0.38  C67 1.169
72 H -4.80 3.10 -1.24  C67 1.181
73 H -4.52 3.82 0.36  C67 1.131
74 C 5.65 7.35 1.60  C75 1.605, H78 1.008, H79 1.250, H80 1.057
75 C 5.03 5.94 2.05  C74 1.605, O76 1.182, C77 1.499
76 O 5.15 4.95 1.41  C75 1.182
77 C 4.52 5.95 3.46  C75 1.499, H81 1.113, H82 1.222, H83 1.140
78 H 5.37 7.56 0.66  C74 1.008
79 H 6.86 7.12 1.37  C74 1.250
80 H 5.43 8.10 2.31  C74 1.057
81 H 4.09 4.96 3.73  C77 1.113
82 H 3.73 6.87 3.61  C77 1.222
83 H 5.42 6.07 4.14  C77 1.140
84 C 2.87 4.30 -3.39  C85 1.596, H88 1.095, H89 1.143, H90 1.087
85 C 1.73 3.90 -2.35  C84 1.596, O86 1.228, C87 1.494
86 O 1.21 2.81 -2.53  C85 1.228
87 C 1.32 4.91 -1.32  C85 1.494, H91 1.142, H92 1.084, H93 1.036
88 H 2.91 3.48 -4.12  C84 1.095
89 H 3.92 4.18 -2.97  C84 1.143
90 H 2.51 5.31 -3.58  C84 1.087
91 H 0.26 5.30 -1.44  C87 1.142
92 H 1.84 5.86 -1.38  C87 1.084
93 H 1.33 4.45 -0.39  C87 1.036
94 C 5.20 -3.89 3.38  C95 1.522, H98 0.991, H99 0.950, H100 1.078
95 C 3.73 -4.23 3.57  C94 1.522, O96 1.239, C97 1.600
96 O 3.02 -3.35 4.06  C95 1.239
97 C 3.15 -5.62 3.04  C95 1.600, H101 1.106, H102 1.112, H103 1.167
98 H 5.38 -3.98 2.41  C94 0.991
99 H 5.75 -4.53 3.83  C94 0.950
100 H 5.52 -2.88 3.59  C94 1.078
101 H 3.80 -6.30 3.62  C97 1.106
102 H 3.28 -5.61 1.93  C97 1.112
103 H 2.04 -5.64 3.41  C97 1.167
104 C -0.84 4.13 2.76  C105 1.552, H108 1.054, H109 1.029, H110 1.092
105 C -1.92 5.05 3.38  C104 1.552, O106 1.141, C107 1.537
106 O -2.92 5.13 2.84  C105 1.141
107 C -1.52 5.74 4.69  C105 1.537, H111 1.048, H112 0.988, H113 0.921
108 H -0.11 4.68 2.22  C104 1.054
109 H -1.28 3.67 1.94  C104 1.029
110 H -0.46 3.32 3.39  C104 1.092
111 H -2.01 6.66 4.83  C107 1.048
112 H -0.56 5.85 4.51  C107 0.988
113 H -1.46 5.21 5.44  C107 0.921
114 C -3.83 -2.81 -0.66  C115 1.530, H118 1.105, H119 1.100, H120 1.067
115 C -3.19 -1.64 -1.41  C114 1.530, O116 1.192, C117 1.479
116 O -2.01 -1.70 -1.59  C115 1.192
117 C -4.06 -0.58 -1.96  C115 1.479, H121 1.091, H122 1.096, H123 1.148
118 H -3.29 -3.62 -0.14  C114 1.105
119 H -4.22 -3.34 -1.54  C114 1.100
120 H -4.70 -2.43 -0.18  C114 1.067
121 H -4.42 -1.12 -2.83  C117 1.091
122 H -3.36 0.12 -2.43  C117 1.096
123 H -4.81 -0.19 -1.18  C117 1.148

* net charge: +1
* energy above the lowest of the compared OMol25 structures with the same formula, charge and spin: 142.7 kcal/mol
* LUMO: -0.156 Ha
* max |F|: 13.3 eV Å⁻¹
* E_HOMO: -10.7 eV
* gap between HOMO and LUMO: 6.44 eV